# 1
15
Properties=species:S:1:pos:R:3:nbo_charge:R:1 method="wB97M-V/def2-TZVPD" smiles="CN(C)CC=O" e_homo_ev=-8.9465 energy_ha=-287.76870 mol_weight_g_mol=87.122
C 1.3464 -0.3407 -1.0012 -0.41
N 0.4184 0.0352 0.0478 -0.44
C 0.3603 -0.9461 1.1148 -0.42
C -0.9145 0.3695 -0.4274 -0.33
C -1.4131 1.5621 0.3659 0.44
O -2.4516 1.6035 0.9791 -0.52
H 1.0601 -1.2707 -1.5272 0.17
H 2.3436 -0.4867 -0.5707 0.20
H 1.4192 0.4666 -1.7381 0.20
H 1.3465 -1.0573 1.5763 0.20
H -0.3423 -0.6153 1.8872 0.21
H 0.0267 -1.9387 0.7562 0.17
H -1.6356 -0.4587 -0.3388 0.20
H -0.8628 0.6620 -1.4834 0.22
H -0.7013 2.4152 0.3595 0.11

=====

# 2
15
Properties=species:S:1:pos:R:3:nbo_charge:R:1 method="wB97M-V/def2-TZVPD" e_homo_ev="-6.7535 / -6.5082" energy_ha=-287.65305 mol_weight_g_mol=87.122
C 1.2274 1.0731 -0.9706 -0.68
C -0.2148 1.1479 -0.5726 -0.16
C -0.9886 -0.3179 1.5247 -0.39
N -0.3331 -1.4110 1.0186 -0.51
C -0.2333 -1.5566 -0.3054 0.33
O -0.8141 -0.6850 -1.0161 -0.58
H 1.5945 2.0875 -1.1898 0.23
H 1.8565 0.6739 -0.1671 0.21
H 1.3728 0.4629 -1.8666 0.22
H -0.9059 1.4204 -1.3619 0.19
H -0.3949 1.6976 0.3416 0.20
H -1.9209 -0.0779 1.0315 0.20
H -0.9518 -0.2284 2.6062 0.18
H 0.2597 -1.9676 1.6200 0.40
H 0.4465 -2.3189 -0.6924 0.15

=====

# 3
15
Properties=species:S:1:pos:R:3:nbo_charge:R:1 method="wB97M-V/def2-TZVPD" smiles=CCN1O[C@@H]1C e_homo_ev=-9.1865 energy_ha=-287.70498 mol_weight_g_mol=87.122
C 0.0532 0.7034 1.5719 -0.64
C -0.3767 1.3940 0.2791 -0.25
N -0.9865 0.6077 -0.8070 -0.15
O -1.5669 -0.6475 -0.3230 -0.40
C -0.5022 -0.6620 -1.2345 0.21
C 0.8007 -1.3406 -0.8903 -0.66
H 0.0904 1.4447 2.3771 0.22
H 1.0403 0.2384 1.5073 0.20
H -0.6794 -0.0605 1.8431 0.23
H 0.4466 1.9607 -0.1752 0.20
H -1.1520 2.1276 0.5264 0.20
H -0.8197 -0.8822 -2.2584 0.16
H 1.0504 -1.2990 0.1705 0.22
H 1.6143 -0.8929 -1.4746 0.22
H 0.7315 -2.3946 -1.1874 0.23

=====

# 4
15
Properties=species:S:1:pos:R:3:nbo_charge:R:1 method="wB97M-V/def2-TZVPD" smiles="CCNC(C)=O" e_homo_ev=-9.3968 energy_ha=-287.79913 mol_weight_g_mol=87.122
C 1.6180 1.6496 -0.9114 -0.62
C 1.4900 0.1720 -0.5602 -0.20
N 0.0934 -0.2820 -0.5184 -0.63
C -0.9467 -0.4655 0.3344 0.68
C -0.6859 -1.1969 1.6332 -0.71
O -2.0632 -0.0839 0.0153 -0.62
H 2.6796 1.8851 -0.8371 0.21
H 1.0274 2.3460 -0.3161 0.22
H 1.2707 1.8265 -1.9397 0.20
H 1.9543 -0.3731 -1.3727 0.20
H 1.8632 0.0409 0.4544 0.20
H -0.3842 0.0656 -1.3521 0.38
H -1.2048 -0.6800 2.4353 0.24
H -0.9842 -2.2314 1.5049 0.24
H 0.3830 -1.2738 1.8616 0.21